The following is a DFT calculation (ωB97M-V/def2-TZVPD) of C4H7N in the gas phase in a non-equilibrium geometry.

Results
**HOMO-LUMO gap**: 0.381 hartree
**HOMO level**: -0.3439 Eh
**SMILES**: CC1=N[C@@H]1C

Geometry (Å):
N (1.5036, 0.1540, -0.2646)
C (0.4618, -0.8779, -0.0866)
C (-0.4343, -1.2389, -1.3460)
C (0.5567, 0.5165, 0.5157)
C (-0.1696, 1.5996, 1.2199)
H (-0.9761, 1.9702, 0.7075)
H (-0.5159, -2.2958, -1.4470)
H (0.4535, 2.5472, 1.5992)
H (0.8553, -1.7990, 0.5031)
H (0.1028, -0.9580, -2.1571)
H (-0.4165, 1.2018, 2.2254)
H (-1.4213, -0.8197, -1.4695)

=====

The following is a DFT calculation (ωB97M-V/def2-TZVPD) of 2 unconnected molecules or ions with the total composition C4H7N2 in a non-equilibrium geometry.

Results
**HOMO-LUMO gap**: 0.302 hartree
**HOMO level**: -0.5386 Eh
**Net charge**: +1

Geometry (Å):
N (-0.1133, 1.2148, -0.1514)
N (-1.4303, -0.8267, -0.4485)
C (0.8771, -1.0896, 0.2928)
C (2.9699, 0.3511, -0.1774)
C (2.0533, -0.5177, 0.0402)
C (-0.3922, -0.3363, 0.2356)
H (-0.3848, 1.8182, 0.6588)
H (-0.6816, 1.5832, -1.0113)
H (-1.3095, -0.8815, -1.4943)
H (-2.3522, -0.3600, -0.2041)
H (-0.9069, -0.1978, 1.7001)
H (0.8066, -2.1218, 0.7429)
H (0.8638, 1.3641, -0.1834)

=====

The following is a DFT calculation (ωB97M-V/def2-TZVPD) of a gas-phase ion, C4H7N2 (charge +1).

Results
**HOMO-LUMO gap**: 0.410 hartree
**HOMO level**: -0.5302 Eh
**SMILES**: Cc1c[nH]c[nH+]1
**Net charge**: +1

Geometry (Å):
N (-0.6736, -0.7623, 0.2797)
N (-0.6865, 0.8031, -1.1577)
C (1.5285, -0.4673, 1.4615)
C (0.5488, -0.1345, 0.4036)
C (0.5287, 0.8677, -0.5060)
C (-1.4082, -0.1834, -0.6660)
H (1.2825, 1.5763, -0.7912)
H (-0.9706, 1.4920, -1.8407)
H (1.3143, 0.0613, 2.3931)
H (2.5392, -0.1588, 1.1728)
H (-2.4135, -0.4848, -0.8984)
H (-0.9569, -1.6136, 0.7537)
H (1.6055, -1.5375, 1.6261)

=====

The following is a DFT calculation (ωB97M-V/def2-TZVPD) of a molecular structure, C4H7N2 in a non-equilibrium geometry.

Results
**HOMO-LUMO gap**: 0.310 hartree
**HOMO level**: -0.5276 Eh
**Net charge**: +1

Geometry (Å):
N (0.5472, -1.5857, -0.3232)
N (0.1140, 0.7136, -1.2587)
C (-0.3506, -0.6240, -0.1278)
C (0.3365, 2.4100, 2.0915)
C (-0.0003, 1.2614, 1.6373)
C (-0.4427, 0.0744, 1.2701)
H (1.5192, -1.3987, -0.1131)
H (0.6470, 1.3542, -0.6019)
H (-1.4332, -0.9235, -0.2600)
H (-1.1619, -0.5172, 2.2938)
H (-0.7039, 1.2547, -1.6919)
H (0.6842, 0.3190, -1.9893)
H (0.2444, -2.3381, -0.9267)

=====

The following is a DFT calculation (ωB97M-V/def2-TZVPD) of a molecular structure, C4H7N2 in a non-equilibrium geometry.

Results
**Spin multiplicity**: 3
**HOMO-LUMO gap (spin up / spin down)**: 0.238 / 0.298 hartree
**HOMO level (spin up / spin down)**: -0.3558 / -0.5783 Eh
**Net charge**: +1

Geometry (Å):
N (-0.5862, 1.1623, -0.3081)
N (2.4724, 0.2664, -0.0670)
C (-0.1533, -0.2450, -0.1996)
C (-1.5459, -0.7979, -0.1421)
C (1.8174, -0.7424, -0.0535)
C (-1.0870, 0.3009, 0.7709)
H (0.1068, 1.8756, -0.0734)
H (-1.1783, 0.5541, 1.8030)
H (-1.6714, -1.7788, 0.2918)
H (-2.2458, -0.5765, -0.9396)
H (1.8130, -1.8134, -0.0072)
H (3.4814, 0.3469, -0.0184)
H (-1.2230, 1.4478, -1.0568)

=====

The following is a DFT calculation (ωB97M-V/def2-TZVPD) of 2 unconnected molecules or ions with the total composition C4H7N2O in a non-equilibrium geometry.

Results
**HOMO-LUMO gap**: 0.293 hartree
**HOMO level**: -0.4742 Eh
**Net charge**: +1

Geometry (Å):
O (-2.5290, -0.8109, -0.6445)
N (0.2474, 0.2497, -0.3663)
N (1.7886, 0.8706, 1.1135)
C (1.1166, -0.7995, -0.1316)
C (2.1195, -0.3547, 0.7048)
C (-1.7431, -0.4179, -1.5298)
C (0.6329, 1.2291, 0.4891)
H (2.3791, 1.4143, 1.6315)
H (2.9535, -0.9185, 1.0902)
H (-1.6500, 0.7231, -1.6228)
H (-1.4107, -1.2129, -2.1869)
H (0.0335, 2.0599, 0.7129)
H (1.1351, -1.7829, -0.6625)
H (-2.5063, -1.7895, -0.5136)

=====

Summary of energy relative to the best compared isomer or geometry (same formula, charge and spin) in kcal per mole
59.4, 183.4, 0.6, 171.2, 120.0, 55.9
(order as listed above)